Formula: C25H20ClIN8OOsS
Source: OMol25
Level of theory: wB97M-V/def2-TZVPD

Last column: natural (NBO) charge in e.
Element x y z (Å)
C  3.7263  2.2775  -0.3374  -0.2571
C  0.7064  -0.5949  1.8584  -0.0791
H  -1.5165  -1.4024  -1.6065  0.2977
C  3.6421  2.9440  -1.5389  -0.0447
C  -4.5071  2.6430  3.2181  0.3325
H  4.0424  -4.4494  -3.0990  0.2435
N  -0.3328  -2.2207  0.8242  -0.3155
S  -0.6212  3.1581  2.4553  0.3036
H  4.6818  1.9997  0.0822  0.2582
C  2.5638  1.9556  0.3587  0.1128
C  3.5092  -4.7484  -2.2076  -0.1534
C  1.2595  2.9318  -1.2845  0.1899
H  4.5349  3.2053  -2.0908  0.2607
C  -0.5462  -3.5400  0.2099  -0.0352
N  0.4987  -2.9526  -1.8540  -0.0640
H  -2.8084  -1.4724  -0.3937  0.2547
H  -0.4961  -4.2987  0.9864  0.2453
H  4.9224  -6.2116  -1.5798  0.2382
C  -0.8621  -1.0710  0.3809  0.4643
N  0.4483  -3.7928  -0.7800  -0.2433
C  -0.0442  3.2421  -1.6995  0.1621
H  2.6151  1.4395  1.3069  0.2149
N  1.5647  -3.1690  -2.5098  -0.1610
N  -0.2562  -0.0576  1.0074  -0.5262
H  1.3022  0.0152  2.5132  0.2436
H  -3.9604  0.8485  0.3916  0.2274
Cl  3.4616  4.4636  -4.2450  0.0939
I  -2.1691  4.3793  -3.4975  0.2892
Os  -0.5526  1.9290  0.6888  1.1440
O  -1.0591  2.8306  -0.8721  -0.5427
C  -2.3676  2.7018  2.5438  0.3010
H  -2.1228  0.0898  -0.8769  0.2341
C  2.3808  3.2938  -2.0468  -0.1244
C  0.6417  -1.9375  1.7605  -0.0305
H  1.5054  -5.8846  0.9968  0.2250
C  3.2653  -6.1149  -0.2130  -0.1552
C  -1.8913  -0.9572  -0.6840  -0.6944
C  2.2861  -4.1607  -1.8718  0.0096
C  -4.8032  1.8271  2.1256  -0.2771
N  1.3549  2.2661  -0.0925  -0.4831
C  -0.2571  3.9149  -2.8703  -0.1446
H  -6.1515  2.2249  4.5097  0.2531
H  1.1940  -2.7114  2.2652  0.2604
C  0.8590  4.2887  -3.6570  -0.2323
C  -5.5452  3.0734  4.1928  -0.6716
H  -6.2169  3.7908  3.7157  0.2646
H  -1.5392  -3.5503  -0.2326  0.2378
C  3.9835  -5.7222  -1.3620  -0.2143
C  2.1344  3.9906  -3.2658  0.0078
H  -5.8119  1.4803  1.9540  0.2586
C  -3.7877  1.4690  1.2602  0.1187
H  0.6986  4.8218  -4.5837  0.2656
C  1.5836  -4.5603  -0.7361  0.1628
C  2.0543  -5.5527  0.1253  -0.2799
H  -5.0851  3.5449  5.0559  0.2597
N  -2.5428  1.8972  1.4789  -0.5198
N  -3.2437  3.0877  3.4060  -0.4216
H  3.6769  -6.8925  0.4162  0.2358

Cartesian forces (eV/Å) of the 2 atoms listed first:
C 0.0 0.0 -0.1
C -0.1 -0.1 0.1

Properties
Net charge: +2
LUMO energy: -7.5 eV

=====

Formula: C3H5N2O2
Source: OMol25
Level of theory: wB97M-V/def2-TZVPD

Last column: Löwdin spin population.
Element x y z (Å)
H  -0.0885  -2.1454  0.9614  0.0157
C  -0.9555  -0.6718  2.9702  0.5064
H  0.6735  0.8636  -1.7266  0.0016
O  -0.1245  1.6232  -0.0895  0.0213
O  -1.6707  -0.7710  3.8826  0.5202
N  0.1644  0.5487  -0.8417  0.0593
C  0.2292  -0.6912  -0.3794  0.0541
N  -0.0814  -1.1798  0.7532  0.1306
H  0.3238  0.5763  2.1991  0.0447
C  -0.2365  -0.3709  1.9016  0.6399
H  -1.0540  1.7311  -0.0306  0.0037
H  0.3134  -1.3000  -1.1877  0.0026

Cartesian forces (eV/Å) of the 2 atoms listed first:
H -0.3 -1.5 -0.3
C -1.2 -2.1 -0.7

Properties
2S+1: 3
Net charge: +1
LUMO energy (alpha / beta): -4.3 / -6.9 eV
Energy above the lowest of the compared OMol25 structures with the same formula, charge and spin: 221.7 kJ/mol

=====

Formula: C2H3F2NO
Source: OMol25
Level of theory: wB97M-V/def2-TZVPD

Last column: natural (NBO) charge in e.
Element x y z (Å)
F  -0.7007  -0.0287  2.0823  -0.3673
H  1.6293  0.9617  0.1763  0.4009
C  -0.1917  0.5663  0.9209  0.7855
H  -1.0270  -1.9881  -1.7780  0.1325
N  1.1836  0.3597  0.8229  -0.8565
O  -0.8679  -0.2030  -2.5306  -0.4580
H  1.3314  -0.6138  0.8310  0.3919
C  -0.8826  -0.9295  -1.5759  0.3111
F  -0.4744  1.8753  1.0511  -0.3404

Cartesian forces (eV/Å) of the 2 atoms listed first:
F 0.5 0.1 -1.6
H 0.6 0.1 -0.8

Properties
LUMO energy (alpha / beta): -0.4 / 0.1 eV
Energy above the lowest of the compared OMol25 structures with the same formula, charge and spin: 424.7 kJ/mol

=====

What did the first record say?
Formula: C25H20ClIN8OOsS
Source: OMol25
Level of theory: wB97M-V/def2-TZVPD

Last column: natural (NBO) charge in e.
Element x y z (Å)
C  3.7263  2.2775  -0.3374  -0.2571
C  0.7064  -0.5949  1.8584  -0.0791
H  -1.5165  -1.4024  -1.6065  0.2977
C  3.6421  2.9440  -1.5389  -0.0447
C  -4.5071  2.6430  3.2181  0.3325
H  4.0424  -4.4494  -3.0990  0.2435
N  -0.3328  -2.2207  0.8242  -0.3155
S  -0.6212  3.1581  2.4553  0.3036
H  4.6818  1.9997  0.0822  0.2582
C  2.5638  1.9556  0.3587  0.1128
C  3.5092  -4.7484  -2.2076  -0.1534
C  1.2595  2.9318  -1.2845  0.1899
H  4.5349  3.2053  -2.0908  0.2607
C  -0.5462  -3.5400  0.2099  -0.0352
N  0.4987  -2.9526  -1.8540  -0.0640
H  -2.8084  -1.4724  -0.3937  0.2547
H  -0.4961  -4.2987  0.9864  0.2453
H  4.9224  -6.2116  -1.5798  0.2382
C  -0.8621  -1.0710  0.3809  0.4643
N  0.4483  -3.7928  -0.7800  -0.2433
C  -0.0442  3.2421  -1.6995  0.1621
H  2.6151  1.4395  1.3069  0.2149
N  1.5647  -3.1690  -2.5098  -0.1610
N  -0.2562  -0.0576  1.0074  -0.5262
H  1.3022  0.0152  2.5132  0.2436
H  -3.9604  0.8485  0.3916  0.2274
Cl  3.4616  4.4636  -4.2450  0.0939
I  -2.1691  4.3793  -3.4975  0.2892
Os  -0.5526  1.9290  0.6888  1.1440
O  -1.0591  2.8306  -0.8721  -0.5427
C  -2.3676  2.7018  2.5438  0.3010
H  -2.1228  0.0898  -0.8769  0.2341
C  2.3808  3.2938  -2.0468  -0.1244
C  0.6417  -1.9375  1.7605  -0.0305
H  1.5054  -5.8846  0.9968  0.2250
C  3.2653  -6.1149  -0.2130  -0.1552
C  -1.8913  -0.9572  -0.6840  -0.6944
C  2.2861  -4.1607  -1.8718  0.0096
C  -4.8032  1.8271  2.1256  -0.2771
N  1.3549  2.2661  -0.0925  -0.4831
C  -0.2571  3.9149  -2.8703  -0.1446
H  -6.1515  2.2249  4.5097  0.2531
H  1.1940  -2.7114  2.2652  0.2604
C  0.8590  4.2887  -3.6570  -0.2323
C  -5.5452  3.0734  4.1928  -0.6716
H  -6.2169  3.7908  3.7157  0.2646
H  -1.5392  -3.5503  -0.2326  0.2378
C  3.9835  -5.7222  -1.3620  -0.2143
C  2.1344  3.9906  -3.2658  0.0078
H  -5.8119  1.4803  1.9540  0.2586
C  -3.7877  1.4690  1.2602  0.1187
H  0.6986  4.8218  -4.5837  0.2656
C  1.5836  -4.5603  -0.7361  0.1628
C  2.0543  -5.5527  0.1253  -0.2799
H  -5.0851  3.5449  5.0559  0.2597
N  -2.5428  1.8972  1.4789  -0.5198
N  -3.2437  3.0877  3.4060  -0.4216
H  3.6769  -6.8925  0.4162  0.2358

Cartesian forces (eV/Å) of the 2 atoms listed first:
C 0.0 0.0 -0.1
C -0.1 -0.1 0.1

Properties
Net charge: +2
LUMO energy: -7.5 eV